[1]
The following is a DFT calculation (the ωB97M-V functional and the def2-TZVPD basis) of a cluster of 2 separate species, C11H20S in total.

* E_LUMO: 0.0226 Eh
* gap between HOMO and LUMO: 8.16 eV
* highest occupied orbital energy: -7.55 eV
* multiplicity: 1

Each line ends with the natural charge from an NBO analysis.
Element x y z (Å)
C 0.61 2.84 -1.69  -0.7212
C -1.93 4.39 -1.21  -1.0019
C -1.45 0.17 1.03  0.0012
C -2.29 0.97 1.25  -0.2277
C -0.12 -2.67 -1.22  -0.4014
C 1.29 -2.78 -0.54  -0.4084
C -0.75 -1.28 -0.89  -0.3972
C 1.46 -2.38 0.94  -0.4117
C -0.67 -1.06 0.62  -0.2961
C 0.81 -1.00 1.13  -0.2059
C 0.83 -0.55 2.61  -0.6204
S -1.08 3.08 -0.65  0.6049
H 0.24 2.28 -2.49  0.2127
H 1.30 2.28 -1.12  0.2066
H -1.30 5.13 -1.61  0.1843
H -2.71 4.10 -2.04  0.2130
H 0.78 3.86 -1.76  0.2139
H -2.81 1.84 1.28  0.2203
H 0.01 -2.92 -2.31  0.2160
H -0.62 -3.61 -0.90  0.2016
H 1.74 -3.78 -0.77  0.2114
H 1.92 -2.21 -1.17  0.1942
H -0.04 -0.63 -1.26  0.1934
H -1.77 -1.00 -1.31  0.2298
H 1.14 -3.17 1.68  0.2097
H 2.56 -2.27 1.20  0.2150
H -1.05 -1.97 1.17  0.2273
H 1.45 -0.26 0.59  0.1989
H 0.38 -1.23 3.36  0.2158
H 0.47 0.53 2.80  0.2274
H 1.96 -0.36 2.85  0.2065
H -0.38 3.67 0.44  0.0879

[2]
The following is a DFT calculation (the ωB97M-V functional and the def2-TZVPD basis) of a cluster of 2 separate species, C11H21BS in total.

* E_LUMO: 0.0162 Eh
* gap between HOMO and LUMO: 8.16 eV
* highest occupied orbital energy: -7.72 eV
* multiplicity: 1

Each line ends with the natural charge from an NBO analysis.
Element x y z (Å)
B 0.55 0.43 -0.39  1.2215
C 3.01 -1.01 0.18  -0.4176
C 0.46 -2.24 -0.95  -0.4064
C 2.04 -0.69 1.35  -0.3913
C 2.84 -0.36 -1.28  -0.3902
C -0.06 -1.74 0.38  -0.3819
C 0.45 -1.21 -2.09  -0.3969
C 0.64 -0.43 0.83  -0.8393
C 1.38 0.03 -1.67  -0.7619
C -3.53 3.15 0.59  -0.6241
C -2.81 0.93 1.30  -0.6046
C -2.31 2.30 0.76  -0.3334
S -1.32 2.36 -0.78  -0.2152
H 4.06 -0.72 0.44  0.2144
H 3.14 -2.05 -0.01  0.1988
H 1.36 -2.62 -0.78  0.1949
H -0.13 -3.19 -1.27  0.2151
H 1.95 -1.58 2.03  0.2146
H 2.41 0.22 1.90  0.2221
H 3.44 0.57 -1.21  0.2114
H 3.33 -1.05 -1.98  0.2142
H -1.16 -1.57 0.28  0.2280
H 0.29 -2.43 1.18  0.2180
H 0.87 -1.67 -2.97  0.2236
H -0.59 -0.81 -2.31  0.2347
H -0.07 0.06 1.72  0.2528
H 1.41 0.83 -2.57  0.2574
H -4.26 3.11 1.44  0.2062
H -3.15 4.10 0.53  0.2134
H -3.93 2.77 -0.36  0.2179
H -3.55 0.45 0.63  0.2032
H -3.36 1.13 2.26  0.2053
H -1.99 0.28 1.41  0.1910
H -1.44 2.63 1.38  0.2043

[3]
The following is a DFT calculation (the ωB97M-V functional and the def2-TZVPD basis) of a structure of composition C11H21BiCl2NO.

* E_LUMO: 0.1027 Eh
* gap between HOMO and LUMO: 5.21 eV
* net charge: -1
* highest occupied orbital energy: -2.42 eV
* multiplicity: 1

Each line ends with the natural charge from an NBO analysis.
Element x y z (Å)
Bi 2.28 -0.44 -1.46  1.1878
Cl 0.63 -2.18 -0.83  -0.6274
Cl 2.24 1.35 0.28  -0.6491
C 3.79 -1.47 -0.43  -1.2664
H 4.49 -0.90 0.20  0.1926
H 3.77 -2.57 -0.41  0.1937
C -0.77 1.24 -2.02  -0.1914
C 0.25 1.15 -2.82  -0.2179
H -0.68 1.75 -1.05  0.2242
C 0.24 0.36 -4.12  -0.4470
H 1.16 1.75 -2.66  0.2166
C -1.19 0.04 -4.59  -0.3885
H 0.79 0.91 -4.91  0.2010
H 0.79 -0.60 -4.00  0.2139
C -2.08 -0.41 -3.43  -0.4001
H -1.61 0.96 -5.04  0.1820
H -1.16 -0.73 -5.37  0.1963
C -2.11 0.63 -2.29  -0.4353
H -3.10 -0.60 -3.80  0.1897
H -1.70 -1.35 -3.01  0.2212
H -2.84 1.42 -2.55  0.1905
H -2.51 0.14 -1.39  0.2214
C -0.74 -0.38 5.73  -0.3992
N -0.97 -0.76 4.35  -0.4548
C -2.24 -1.33 3.99  -0.3994
C -0.14 -0.41 3.31  0.6731
C 1.19 0.18 3.67  -0.7219
O -0.53 -0.59 2.15  -0.5978
H -1.53 -0.83 6.33  0.1989
H -0.77 0.71 5.87  0.1847
H 0.23 -0.75 6.08  0.1981
H -2.84 -0.63 3.40  0.1997
H -2.09 -2.23 3.38  0.2192
H -2.76 -1.59 4.91  0.1786
H 1.82 0.18 2.78  0.2856
H 1.06 1.22 4.01  0.2205
H 1.67 -0.40 4.47  0.2069

[4]
The following is a DFT calculation (the ωB97M-V functional and the def2-TZVPD basis) of a structure of composition C11H21CuN4O6P.

* E_LUMO (alpha / beta): 0.0082 / 0.0081 Eh
* gap between HOMO and LUMO (alpha / beta): 8.32 / 8.26 eV
* <S²>: 0.752
* highest occupied orbital energy (alpha / beta): -8.09 / -8.04 eV
* multiplicity: 2

Each line ends with the natural charge from an NBO analysis.
Element x y z (Å)
Cu 0.45 -0.94 -0.28  1.4821
O 2.18 -2.98 2.65  -0.6254
C 1.91 -2.17 1.79  0.6810
O 0.71 -1.98 1.36  -0.8877
C 2.87 -1.15 0.98  0.6786
O 3.91 -0.67 1.38  -0.6296
O 2.33 -0.81 -0.13  -0.8643
C 3.05 1.52 -4.26  -0.6492
C 1.85 0.97 -3.63  0.1837
C 0.53 0.98 -4.03  -0.3417
C -0.25 0.35 -3.02  0.1808
N 0.61 -0.09 -2.07  -0.3907
N 1.86 0.32 -2.42  -0.3176
C -1.69 0.26 -2.99  -0.6513
H 2.76 1.90 -5.23  0.2315
H 3.83 0.74 -4.35  0.2334
H 3.49 2.34 -3.68  0.2349
H 0.15 1.29 -4.99  0.2206
H 2.64 0.14 -1.81  0.4637
H -2.13 0.71 -3.91  0.2251
H -2.09 0.74 -2.09  0.2381
H -1.97 -0.81 -2.91  0.2362
C -1.75 0.28 3.04  -1.0169
P -0.36 1.18 2.30  1.9530
C -0.70 2.96 2.49  -1.0071
C 1.06 0.86 3.39  -1.0256
O -0.09 0.87 0.86  -1.1658
H -2.01 0.74 4.02  0.2444
H -1.43 -0.78 3.16  0.2645
H -2.61 0.34 2.38  0.2458
H -0.89 3.24 3.53  0.2369
H -1.57 3.20 1.87  0.2436
H 0.14 3.54 2.10  0.2571
H 1.14 1.61 4.20  0.2410
H 2.00 0.85 2.81  0.2851
H 0.88 -0.14 3.84  0.2576
N -1.92 -3.02 1.23  -0.8212
C -2.28 -2.19 0.24  0.8022
N -3.58 -1.99 -0.04  -0.8200
O -1.44 -1.57 -0.48  -0.7795
H -2.63 -3.52 1.76  0.3937
H -0.94 -3.04 1.50  0.4695
H -4.26 -2.64 0.31  0.3921
H -3.78 -1.43 -0.86  0.4176

[5]
The following is a DFT calculation (the ωB97M-V functional and the def2-TZVPD basis) of a structure of composition C11H21INO7S.

* E_LUMO: 0.0863 Eh
* gap between HOMO and LUMO: 4.85 eV
* net charge: -1
* highest occupied orbital energy: -2.50 eV
* multiplicity: 1

Each line ends with the natural charge from an NBO analysis.
Element x y z (Å)
C 2.03 2.24 2.00  -0.7278
C 2.25 1.64 0.61  0.7414
O 3.34 1.46 0.23  -0.5054
N 1.06 1.41 -0.17  -0.5524
C 0.98 2.28 -1.35  -0.4345
C 0.84 0.03 -0.46  0.2064
O 1.99 -0.86 -0.64  -0.6814
S 1.25 -2.23 -1.04  2.5462
O 1.92 -3.39 -0.57  -0.9377
O 0.91 -2.34 -2.40  -0.8868
O -0.11 -2.03 -0.17  -0.6979
C -0.12 -0.74 0.47  0.2507
C 0.32 -0.91 1.94  -0.4587
C 1.03 -2.22 2.26  -0.0708
O 0.11 -3.31 2.36  -0.7271
C -1.43 0.05 0.33  -0.4704
C -2.65 -0.53 1.06  -0.2821
C -3.79 0.53 0.95  -0.6323
I -3.36 -2.39 0.25  0.0695
H 2.43 3.25 2.06  0.2391
H 0.96 2.32 2.18  0.2192
H 2.46 1.56 2.73  0.2328
H 1.94 2.62 -1.72  0.1965
H 0.46 3.19 -1.04  0.1914
H 0.38 1.87 -2.18  0.2879
H 0.32 -0.07 -1.42  0.2324
H -0.50 -0.83 2.64  0.2164
H 1.02 -0.12 2.22  0.2117
H 1.87 -2.44 1.61  0.1963
H 1.45 -2.10 3.26  0.1589
H 0.44 -3.97 1.74  0.4823
H -1.66 0.09 -0.73  0.2510
H -1.32 1.07 0.67  0.2455
H -2.49 -0.69 2.12  0.2077
H -3.51 1.23 0.17  0.2183
H -4.74 0.08 0.68  0.2264
H -3.85 1.12 1.86  0.2044
C -0.46 0.66 -4.50  -0.1891
O -1.15 1.78 -4.26  -0.9718
H -0.13 0.47 -5.55  0.0753
H 0.51 0.53 -3.94  0.0436
H -0.98 -0.32 -4.26  0.0745

[6]
The following is a DFT calculation (the ωB97M-V functional and the def2-TZVPD basis) of the molecule C11H21N.

* E_LUMO: 0.0382 Eh
* SMILES string: CC[C@@H]1CC[C@@H]2CCC[C@@H](C)N21
* gap between HOMO and LUMO: 9.36 eV
* highest occupied orbital energy: -8.32 eV
* multiplicity: 1

Each line ends with the natural charge from an NBO analysis.
Element x y z (Å)
C 2.49 -1.66 2.19  -0.6099
C 1.90 -0.58 1.14  -0.4213
C 0.59 -0.94 0.57  -0.0478
C 0.70 -2.00 -0.50  -0.3917
C -0.69 -1.84 -1.34  -0.4118
C -1.09 -0.41 -1.11  -0.0632
C -1.27 0.59 -2.27  -0.3986
C -0.75 1.94 -2.01  -0.3998
C -0.90 2.45 -0.50  -0.3995
C -0.31 1.37 0.56  -0.0423
C -1.03 1.17 1.90  -0.6726
H 2.48 -2.79 1.67  0.1981
H 3.43 -1.54 2.68  0.2189
H 1.74 -1.78 3.08  0.2067
H 1.75 0.37 1.60  0.2097
H 2.52 -0.42 0.12  0.2185
H -0.35 -1.35 1.26  0.1620
H 1.08 -3.00 -0.15  0.2184
H 1.48 -1.68 -1.28  0.1941
H -1.50 -2.46 -1.05  0.2122
H -0.38 -2.11 -2.36  0.2140
H -1.97 -0.27 -0.49  0.1734
H -0.67 0.28 -3.21  0.2123
H -2.45 0.78 -2.46  0.1997
H -1.34 2.83 -2.58  0.2077
H 0.26 1.96 -2.50  0.2163
H -1.97 2.48 -0.08  0.1945
H -0.42 3.37 -0.30  0.2103
H 0.69 1.96 0.80  0.1938
H -1.77 1.99 2.30  0.2318
H -1.88 0.36 1.94  0.2116
H -0.36 0.85 2.66  0.2176
N 0.03 0.11 -0.28  -0.4632